Record 1
This record from the OMol25 dataset describes CH6S4Si in the gas phase. The level of theory is ωB97M-V/def2-TZVPD.

Calculated values
**Energy above the lowest of the compared OMol25 structures with the same formula, charge and spin**: 0.0 kJ/mol
**Frontier orbital gap**: 0.34975 Eh
**E**: -52355.2071 eV

Structure (XYZ):
```
12
Properties=species:S:1:pos:R:3:lowdin_charge:R:1
C -2.05842 0.75066 -0.15393 -0.4126
Si 0.96155 -0.55457 0.15263 -0.5505
S 2.22464 1.24740 0.90093 0.3545
S 0.89821 -0.39238 -2.00030 0.4214
S 1.74753 -2.31982 0.99353 0.4240
S -1.07983 -0.36846 0.87407 0.5127
H -3.07893 0.54001 0.06243 0.0341
H -1.70588 0.43349 -1.05632 -0.0623
H -1.77782 1.73393 0.05871 0.0232
H 1.39202 1.61166 1.75942 -0.3088
H -0.39926 -0.63030 -1.95676 -0.2355
H 2.87619 -2.05162 0.36559 -0.2002
```


Record 2
This record from the OMol25 dataset describes a gas-phase ion, C4H7N2S (charge +1). The level of theory is ωB97M-V/def2-TZVPD.

Calculated values
**Net charge**: +1
**Energy above the lowest of the compared OMol25 structures with the same formula, charge and spin**: 566.5 kJ/mol
**Frontier orbital gap (spin up / spin down)**: 0.20974 / 0.20850 Eh
**E**: -18064.5214 eV

Structure (XYZ):
```
14
Properties=species:S:1:pos:R:3:lowdin_charge:R:1
C -0.88150 2.47344 0.81820 0.4043
C -0.62224 0.05979 1.36377 -0.4948
C 1.32666 -0.43372 -1.24264 -0.0426
C -0.04867 -0.81374 -0.80538 -0.2417
N -0.79673 1.30300 0.91533 0.1536
N -0.41067 -0.96521 0.56038 0.0547
S -0.87009 -0.46937 3.41535 0.3930
H -0.96843 3.50280 0.62507 0.1372
H 1.92672 -1.16219 -1.01100 0.0226
H 1.32433 -0.32872 -2.31725 0.0997
H 1.60771 0.55384 -0.77503 0.1080
H -0.73705 -0.08957 -1.14955 0.0955
H -0.42130 -1.79372 -1.38919 0.1917
H -0.42873 -1.83664 0.99194 0.1188
```


Record 3
This record from the OMol25 dataset describes a molecular structure, C30H40Br2Cl5NO5P. The level of theory is ωB97M-V/def2-TZVPD.

Calculated values
**Net charge**: -1
**Frontier orbital gap**: 0.21438 Eh
**E**: -255465.1573 eV

Structure (XYZ):
```
84
Properties=species:S:1:pos:R:3:lowdin_charge:R:1
C -2.41063 0.13393 -4.37884 -0.1309
C -1.11210 0.55392 -5.26628 -0.2484
C 0.24936 -0.15303 -4.77955 -0.2334
C 1.55728 0.75116 -5.01884 -0.1936
C 1.94534 1.45554 -3.61367 -0.1832
C 3.24516 0.76025 -2.89839 -0.1793
C 2.72897 -0.21830 -1.74307 -0.1016
C 2.21164 0.31291 -0.34865 -0.0568
C 2.23588 1.87791 -0.03892 -0.1643
C 0.85129 2.64294 -0.32304 -0.1828
C 1.23427 4.21887 -0.52489 -0.2036
C 1.71873 4.92148 0.84446 -0.2685
N 0.52962 5.50672 1.58392 -0.0373
C 1.70329 -0.75966 0.64284 0.0138
C 1.71617 -2.31452 0.36430 0.0328
C 2.22711 -2.84139 -1.00607 -0.0063
C 2.19489 -4.42006 -1.25076 -0.6176
O 3.19786 -5.19952 -1.22896 -0.0671
O 0.92580 -4.96314 -1.47478 -0.2073
C 2.70695 -1.76765 -2.04305 -0.2369
P 3.27223 -2.46278 -3.74111 0.6392
O 4.58464 -3.53864 -3.51379 -0.3807
Cl 1.64329 -3.65915 -4.46489 0.1887
C 1.18572 -3.30656 1.52458 -0.2161
O 1.70324 -4.41410 1.79469 0.0727
C -0.06618 -2.72144 2.36777 -0.1079
C -1.16851 -3.76112 2.86310 -0.5833
Br -3.01710 -3.36448 2.24445 0.6832
C -1.17658 -4.01354 4.47495 -0.6775
C 0.04318 -3.29797 5.25243 -0.1405
Br -2.96159 -3.61480 5.33871 0.5401
C -0.08446 -1.31272 2.60420 -0.0821
C -1.28485 -0.60410 3.37888 -0.1505
C -2.35616 0.01680 2.32702 -0.2133
C -2.05215 -0.29271 0.78378 -0.2201
C -3.27624 0.18079 -0.19003 -0.2318
C -4.55973 -0.74929 0.05667 -0.1520
C 1.10196 -0.34462 2.08409 -0.2149
O 1.54168 0.62212 2.75975 0.0267
H -3.13475 1.02596 -4.34068 0.0678
H -2.14929 -0.14674 -3.30360 0.0445
H -2.98069 -0.74420 -4.86388 0.0764
H -1.01038 1.70368 -5.22443 0.1027
H -1.34405 0.18301 -6.33348 0.1038
H 0.36628 -1.12245 -5.37942 0.0786
H 0.09797 -0.47692 -3.68218 0.1077
H 2.43856 0.10373 -5.34473 0.0800
H 1.32306 1.58086 -5.78749 0.1075
H 1.06272 1.28284 -2.90825 0.0796
H 2.20859 2.56713 -3.71034 0.1048
H 3.92180 1.53838 -2.38531 0.1006
H 3.83763 0.24667 -3.72650 0.0690
H 2.52329 2.12049 1.05515 0.1022
H 3.04719 2.40905 -0.67267 0.1040
H 0.31930 2.33211 -1.28368 0.0930
H 0.11955 2.61300 0.56058 0.1072
H 2.13881 4.28838 -1.24892 0.0994
H 0.38893 4.81402 -1.00840 0.1050
H 2.41388 5.81727 0.61231 0.1103
H 2.31371 4.21232 1.52407 0.1072
H 0.46928 4.93629 2.44653 0.0191
H 0.69816 6.48940 1.83660 0.0546
H 4.20297 -4.44155 -3.64478 0.0344
H -0.88880 -4.77840 2.38895 0.1152
H -1.03321 -5.14777 4.65065 0.0980
H 0.14166 -3.85588 6.26159 0.0842
H -0.21749 -2.20244 5.42866 0.0700
H 1.05580 -3.45569 4.72539 0.0987
H -1.78119 -1.25786 4.17005 0.0593
H -0.81796 0.29719 3.95949 0.0870
H -3.40430 -0.31850 2.67458 0.0866
H -2.36068 1.18057 2.42924 0.0748
H -1.14219 0.33746 0.43916 0.1041
H -1.88651 -1.39784 0.53820 0.0859
H -2.90505 -0.05869 -1.26145 0.0839
H -3.47609 1.30320 -0.13874 0.1050
H -4.40993 -1.82760 -0.33785 0.0762
H -4.82201 -0.88373 1.17685 0.0531
H -5.50522 -0.32420 -0.43163 0.0659
C -2.50987 3.83929 4.93935 -2.0131
Cl -2.74182 5.49743 4.34342 0.5111
Cl -2.33270 3.86448 6.70749 0.5121
Cl -3.91853 2.84953 4.50016 0.5272
Cl -1.04573 3.14672 4.20689 0.5483
```


Record 4
This record from the OMol25 dataset describes 5 unconnected molecules or ions with the total composition C19H23Cl4N3. The level of theory is ωB97M-V/def2-TZVPD.

Calculated values
**Energy above the lowest of the compared OMol25 structures with the same formula, charge and spin**: 45.6 kJ/mol
**Frontier orbital gap**: 0.37194 Eh
**E**: -74635.5247 eV

Structure (XYZ):
```
49
Properties=species:S:1:pos:R:3:lowdin_charge:R:1
Cl 6.18632 3.24974 -7.82812 0.6030
C 7.02598 4.67366 -8.46507 -0.6498
C 6.32661 5.26222 -9.67847 -0.6317
Cl 6.92988 4.56334 -11.20636 0.5761
H 8.04749 4.39149 -8.72026 0.0592
H 7.14145 5.42117 -7.68018 0.0622
H 6.51133 6.33276 -9.70785 0.0672
H 5.26445 5.04200 -9.64655 0.0598
Cl 5.93611 8.25328 -15.48978 0.5361
C 6.65140 8.40509 -13.86069 -0.6625
C 6.03671 7.45595 -12.88607 -0.7164
Cl 4.33532 7.83518 -12.53951 0.5444
H 6.52494 9.43362 -13.53222 0.0692
H 7.71064 8.18348 -13.97045 0.0738
H 6.62920 7.44013 -11.97118 0.0512
H 6.04422 6.43214 -13.25058 0.0377
N 3.27533 0.28418 -10.51662 0.0563
C 3.76185 0.71991 -9.35628 -0.1585
C 3.19489 1.75830 -8.64864 -0.1079
C 2.15809 2.47744 -9.23141 -0.0861
C 1.72205 2.10868 -10.48651 -0.0729
C 2.32701 0.99925 -11.08750 -0.1597
H 4.60020 0.15286 -8.96614 0.0965
H 3.56234 2.16115 -7.71459 0.0678
H 1.66176 3.27552 -8.69299 0.1048
H 1.01330 2.68805 -11.06329 0.0995
H 1.94350 0.67584 -12.05115 0.1026
N 10.22815 0.39408 -9.00997 0.0497
C 10.63738 -0.84789 -8.77717 -0.1610
C 9.82119 -1.81587 -8.22094 -0.0732
C 8.54614 -1.43638 -7.80717 -0.0831
C 8.11814 -0.14780 -8.01865 -0.0776
C 8.99678 0.73173 -8.63790 -0.1526
H 11.66965 -1.04868 -9.04560 0.1021
H 10.14186 -2.83709 -8.07255 0.0987
H 7.91256 -2.21569 -7.39838 0.1052
H 7.15767 0.25852 -7.73018 0.0764
H 8.76222 1.77371 -8.82347 0.0831
N 7.86778 6.73220 -4.67564 0.0494
C 6.60718 6.41945 -4.42405 -0.1686
C 6.08943 6.19151 -3.15480 -0.0700
C 6.95363 6.26288 -2.08197 -0.0818
C 8.28499 6.53353 -2.33086 -0.0796
C 8.68934 6.80400 -3.62447 -0.1512
H 5.96957 6.31528 -5.29812 0.0975
H 5.02261 6.03513 -3.06935 0.1018
H 6.65549 6.13547 -1.04907 0.1070
H 8.98242 6.64492 -1.51103 0.1023
H 9.68849 7.16445 -3.84396 0.1035
```


Record 5
This record from the OMol25 dataset describes 2 unconnected molecules or ions with the total composition C4H2O2. The level of theory is ωB97M-V/def2-TZVPD.

Calculated values
**Energy above the lowest of the compared OMol25 structures with the same formula, charge and spin**: 444.0 kJ/mol
**Frontier orbital gap**: 0.37583 Eh
**E**: -8267.9264 eV

Structure (XYZ):
```
8
Properties=species:S:1:pos:R:3:lowdin_charge:R:1
C -0.26984 0.66000 0.43180 0.1366
C -0.54967 -0.22761 -0.78752 0.2095
C -1.60514 0.35814 0.07144 -0.4132
C 0.77460 0.01655 -0.25299 -0.5032
O -2.75065 0.52312 0.26447 0.1446
O 1.55226 -0.89020 0.30429 0.0070
H 1.89161 1.01602 -0.92512 0.2615
H 0.95683 -1.45603 0.89362 0.1571
```


Record 6
This record from the OMol25 dataset describes a molecular structure, C20H21ClN4O4S4SbSiTc. The level of theory is ωB97M-V/def2-TZVPD.

Calculated values
**Net charge**: +2
**Energy above the lowest of the compared OMol25 structures with the same formula, charge and spin**: 11.3 kJ/mol
**Frontier orbital gap (spin up / spin down)**: 0.19320 / 0.19420 Eh
**E**: -107695.4168 eV

Structure (XYZ):
```
57
Properties=species:S:1:pos:R:3:lowdin_charge:R:1
Tc -1.07926 0.29300 0.09705 1.3297
C -4.86259 -0.20471 0.67856 -0.0003
C -3.95834 -1.30249 0.23331 -0.2603
C -4.43630 -2.53421 -0.23562 0.0299
C -3.56081 -3.51920 -0.64923 0.0085
C -2.18059 -3.31608 -0.59987 0.0232
C -1.77090 -2.09609 -0.11929 -0.3971
N -2.63844 -1.13630 0.28351 0.0135
N -0.49743 -1.51647 0.05095 -0.1865
Si 0.91404 -2.54630 0.66927 0.4838
C 2.23833 -1.37606 1.22818 -0.1692
C 0.16386 -3.48031 2.08702 -0.1440
C 1.38407 -3.61680 -0.78572 -0.1517
H -5.80062 -0.61539 1.04596 0.0996
H -5.08488 0.45778 -0.16042 0.1040
H -4.39728 0.39441 1.45806 0.0891
H -5.50386 -2.70320 -0.26496 0.1354
H -3.94725 -4.46222 -1.01290 0.1336
H -1.47744 -4.07104 -0.92152 0.1209
H 2.04482 -1.00738 2.23752 -0.0043
H 2.37884 -0.52633 0.55561 -0.0054
H 3.18566 -1.92260 1.25528 0.0618
H -0.40486 -2.82193 2.74899 0.0413
H 0.97138 -3.91452 2.68335 0.0570
H -0.48473 -4.29655 1.76751 0.0425
H 0.96183 -3.26344 -1.72800 0.0355
H 1.05442 -4.64675 -0.63359 0.0463
H 2.46974 -3.63874 -0.89860 0.0441
O -0.46892 6.43902 -1.88516 0.1680
C -0.52540 5.63504 -0.82510 -0.4808
O -0.87622 6.00084 0.25237 0.1852
C -0.08838 4.20515 -1.01142 -0.0399
C 1.19434 3.71542 -1.20047 -0.5740
Cl 2.57109 4.58238 -1.65134 0.8861
N 1.16916 2.36723 -1.06166 -0.0627
N -0.07451 1.97932 -0.75887 -0.0534
C -0.84104 3.06571 -0.74864 -0.1390
C -2.29040 2.81180 -0.55200 -0.4550
O -3.16728 3.59905 -0.60627 0.2372
O -2.49515 1.47035 -0.33497 -0.2280
C 2.20387 1.39484 -1.24025 -0.2395
C 3.47110 1.61294 -0.72359 -0.0500
C 4.45460 0.65971 -0.94763 -0.0375
C 4.17276 -0.48366 -1.68310 -0.0457
C 2.89797 -0.68355 -2.19590 -0.0668
C 1.90172 0.25488 -1.97436 -0.0383
H -0.21432 5.97323 -2.69316 0.1317
H 3.69228 2.49213 -0.13331 0.1051
H 5.44631 0.82006 -0.54704 0.1251
H 4.95198 -1.21068 -1.86984 0.1235
H 2.68467 -1.55661 -2.79687 0.1152
H 0.92821 0.13841 -2.43579 0.1145
S 0.85819 3.33883 3.57556 -0.0329
Sb 1.08685 2.00026 5.72486 0.6885
S -0.43526 0.84098 2.10642 0.2357
S 1.24174 1.97435 2.13610 -0.0293
S 0.86860 -0.04751 5.01100 -0.1240
```